[1]
Entry from the Open Molecules 2025 dataset: a 2-piece molecular cluster, C7H16Cl2Si overall at a distorted geometry (ωB97M-V/def2-TZVPD).

Positions of all 26 atoms, in Å:
C  -1.86954  -2.53708  0.81324
C  -0.70266  -3.31255  -1.42942
C  1.04615  1.97705  1.09114
C  3.11555  1.77822  -0.32304
C  0.91311  1.80907  -1.34870
C  -1.36461  -2.24296  -0.62743
C  1.65751  1.36536  -0.10296
Si  1.54583  -0.55207  -0.12728
Cl  3.09372  -1.17889  -1.27628
Cl  2.26105  -0.93797  1.80302
H  -2.92723  -2.75043  0.64830
H  -1.26615  -3.28814  1.20813
H  -1.77656  -1.59094  1.40874
H  -1.46161  -3.72925  -2.09792
H  -0.22099  -3.94436  -0.77018
H  0.05858  -2.97621  -2.24031
H  0.04264  1.97238  0.89010
H  1.34010  1.65332  2.03954
H  1.47127  2.97367  1.02396
H  3.41862  1.83694  -1.35117
H  3.81966  1.09705  0.28715
H  3.23387  2.84214  -0.00385
H  1.26555  1.03837  -2.03464
H  -0.19090  1.73503  -1.24773
H  1.19119  2.80973  -1.64616
H  -1.80884  -1.41774  -1.18377

The strongest force on any atom comes out at 4.0 eV/Å. The value obtained for the molar mass is 199.2 g/mol. Its HOMO-LUMO gap (spin up / spin down) is 8.5 / 6.5 eV. As for the LUMO energy (spin up / spin down): 0.4830 / -1.2528 eV.

natural (NBO) atomic charge list, values in e, 4 entries:
1. C -0.673
2. C -0.694
3. C -0.620
4. C -0.623



[2]
Entry from the Open Molecules 2025 dataset: C34H38BrFN5ReS as an isolated structure (ωB97M-V/def2-TZVPD).

Positions of all 81 atoms, in Å:
Re  0.94137  -0.22472  0.61000
Br  1.02854  5.89440  -3.66304
C  0.60908  4.51745  -2.47275
C  -0.55751  3.78089  -2.65328
C  -0.86720  2.76266  -1.76923
C  -0.00174  2.48668  -0.71586
C  1.17031  3.21070  -0.53686
C  1.46955  4.23681  -1.41351
N  -0.32934  1.43685  0.20799
C  -1.49011  1.38656  0.75362
C  -1.81785  0.23337  1.58632
C  -3.05301  0.05877  2.16919
C  -3.30318  -1.11916  2.87460
C  -2.30062  -2.06504  2.96084
C  -1.06547  -1.81310  2.37172
N  -0.81850  -0.68345  1.70608
H  -1.21549  4.00308  -3.48174
H  -1.76464  2.17318  -1.91864
H  1.82491  3.01025  0.30329
H  2.36309  4.82916  -1.27450
H  -2.21930  2.17621  0.58837
H  -3.81607  0.81772  2.05491
H  -4.26977  -1.28927  3.33024
H  -2.45340  -3.00243  3.47784
H  -0.26069  -2.53276  2.42360
C  2.13083  -3.59725  2.95398
C  2.48697  -4.13956  1.56491
C  3.80573  -3.53101  1.09138
C  1.26877  -4.04246  0.65236
C  0.42907  -5.15498  0.60570
C  -0.75611  -5.15086  -0.11097
C  -1.15858  -4.01246  -0.79539
C  -0.36327  -2.87708  -0.79070
C  -0.80664  -1.63268  -1.54261
C  -2.30182  -1.35523  -1.40835
C  -0.37790  -1.65020  -3.00964
C  0.85385  -2.92357  -0.08701
N  1.68370  -1.74539  -0.18636
C  2.61355  -1.63175  -1.25369
C  3.01484  -2.65389  -2.10258
C  3.94175  -2.36874  -3.09652
C  4.46002  -1.08793  -3.25844
C  4.04852  -0.04265  -2.43258
C  3.14043  -0.37785  -1.47267
F  2.59756  0.60345  -0.60653
H  2.96528  -3.74932  3.63983
H  1.25670  -4.10053  3.37288
H  1.92969  -2.52176  2.89489
H  2.66223  -5.21081  1.68124
H  3.78807  -2.43881  1.09744
H  4.08659  -3.86955  0.09624
H  4.59745  -3.84910  1.77027
H  0.72208  -6.04867  1.14290
H  -1.37537  -6.03780  -0.13315
H  -2.09377  -4.02078  -1.33856
H  -0.29820  -0.73526  -1.08598
H  -2.87292  -2.05417  -2.01907
H  -2.53890  -0.35563  -1.77738
H  -2.65247  -1.45502  -0.37964
H  -0.85516  -2.49344  -3.51191
H  0.69918  -1.75909  -3.12377
H  -0.69284  -0.73678  -3.51532
H  2.61187  -3.65160  -1.98613
H  4.26501  -3.16052  -3.75800
H  5.18046  -0.89143  -4.04005
H  4.41201  0.96924  -2.54621
S  2.33026  0.55124  2.23218
C  2.03572  -0.03966  3.88707
N  0.84299  0.00913  4.44733
C  0.61986  -0.35221  5.86328
C  1.89446  -0.09332  6.64913
C  3.06354  -0.79724  5.98529
N  3.08943  -0.44662  4.55122
H  0.11331  0.47667  3.93569
H  0.32747  -1.40246  5.91708
H  -0.20402  0.25467  6.23144
H  1.77928  -0.46189  7.66669
H  2.08441  0.97955  6.70586
H  2.98342  -1.88179  6.07409
H  4.01374  -0.48775  6.41450
H  3.97110  -0.47588  4.05774

The strongest force on any atom comes out at 0.3 eV/Å. As for the total charge: +3. The value obtained for the molar mass is 833.9 g/mol. Its HOMO-LUMO gap (spin up / spin down) is 5.3 / 5.4 eV. Its expectation value of S² is 0.76. The multiplicity is 2. As for the LUMO energy (spin up / spin down): -10.5409 / -10.4407 eV.

Löwdin atomic charge list, values in e, 4 entries:
1. Re 1.330
2. Br 0.874
3. C -0.675
4. C -0.082



[3]
Entry from the Open Molecules 2025 dataset: one molecule with the formula C6H9N at a distorted geometry (ωB97M-V/def2-TZVPD).

Positions of all 16 atoms, in Å:
C  -1.12417  -1.28543  0.15223
C  -0.21001  -0.24610  -0.53117
C  -0.33744  -0.42529  -2.00638
N  -0.48077  -0.60290  -3.14572
C  -0.35483  1.26018  0.23269
C  0.93965  1.00887  1.02155
C  1.23403  -0.15428  0.01870
H  -0.93606  -2.34749  -0.07595
H  -2.16920  -1.08742  -0.10985
H  -1.00753  -1.16034  1.23042
H  -1.27016  1.29991  0.82229
H  -0.26968  2.13136  -0.42482
H  1.71035  1.79446  1.03246
H  0.78097  0.68606  2.06263
H  1.89283  0.19732  -0.77945
H  1.62508  -1.03600  0.51089

The strongest force on any atom comes out at 1.6 eV/Å. The value obtained for the molar mass is 95.1 g/mol. Its HOMO-LUMO gap is 11.3 eV. Its SMILES is CC1(C#N)CCC1. As for the LUMO energy: 0.8525 eV.

natural (NBO) atomic charge list, values in e, 4 entries:
1. C -0.599
2. C -0.149
3. C 0.289
4. N -0.332



[4]
Entry from the Open Molecules 2025 dataset: C3H7N3 as an isolated structure at a distorted geometry (ωB97M-V/def2-TZVPD).

Positions of all 13 atoms, in Å:
C  -1.11519  0.03951  0.00003
C  0.87057  -0.01447  -0.27082
C  -0.12643  -1.15330  -0.13581
N  -0.02501  0.95089  -0.16396
N  -2.34116  0.32415  0.22951
N  2.47537  0.22166  0.22506
H  -0.05363  -1.76020  0.75977
H  -0.08384  -2.03795  -0.86599
H  0.18598  1.97911  -0.44519
H  -3.07207  -0.46081  0.35771
H  -2.83389  1.24148  0.32946
H  3.18724  -0.47320  -0.00692
H  2.93205  1.14312  -0.01286

The strongest force on any atom comes out at 7.4 eV/Å. As for the total charge: +2. The value obtained for the molar mass is 85.1 g/mol. Its HOMO-LUMO gap is 9.6 eV. As for the LUMO energy: -10.7664 eV.

natural (NBO) atomic charge list, values in e, 4 entries:
1. C 0.621
2. C 0.650
3. C -0.551
4. N -0.549



[5]
Entry from the Open Molecules 2025 dataset: one molecule with the formula C3H4N2O at a distorted geometry (ωB97M-V/def2-TZVPD).

Positions of all 10 atoms, in Å:
N  -0.39806  1.72795  0.41473
C  -0.03043  0.41481  0.23618
C  -0.46920  -0.35052  -0.84206
N  0.07250  -1.58175  -0.78635
C  0.86321  -1.77460  0.17087
O  0.75420  -0.24743  1.04102
H  0.12725  2.31169  1.04393
H  -0.75657  2.20481  -0.40556
H  -1.08476  -0.03864  -1.67148
H  0.92185  -2.66633  0.79872

The strongest force on any atom comes out at 2.2 eV/Å. The value obtained for the molar mass is 84.1 g/mol. Its HOMO-LUMO gap is 8.9 eV. Its SMILES is Nc1cnco1. As for the LUMO energy: 0.8482 eV.

natural (NBO) atomic charge list, values in e, 4 entries:
1. N -0.806
2. C 0.527
3. C -0.262
4. N -0.369



[6]
Entry from the Open Molecules 2025 dataset: a 2-piece molecular cluster, C14H21O overall at a distorted geometry (ωB97M-V/def2-TZVPD).

Positions of all 36 atoms, in Å:
C  -0.10652  2.70005  0.01220
C  -0.96741  1.78728  0.51266
C  -1.58905  -1.43743  -2.38552
C  -1.99494  -0.85677  -1.24405
C  1.18082  3.24940  0.35543
C  1.74775  2.52535  1.55155
C  1.71785  1.00285  1.65692
C  0.41952  0.67130  2.39833
C  0.63175  -2.38110  -1.85843
C  0.74831  -1.11747  -0.90462
C  -1.53348  -3.00563  -0.73586
C  -0.77836  0.93856  1.57516
C  -0.80366  -2.69278  -2.07583
C  -0.28532  -1.21380  0.24458
O  -1.57990  -1.65463  -0.11899
H  -0.47946  3.26552  -0.84846
H  -1.89331  1.76952  -0.06252
H  -1.62826  -0.97358  -3.35701
H  -2.75825  -0.11190  -0.99718
H  1.85563  3.22119  -0.48920
H  0.94628  4.29074  0.48806
H  2.77955  2.89406  1.88631
H  0.97559  2.82061  2.31778
H  1.71452  0.67813  0.63938
H  2.53000  0.70007  2.24453
H  0.48266  -0.42315  2.75231
H  0.55350  1.19106  3.34344
H  1.16133  -2.02012  -2.82870
H  1.04968  -3.30627  -1.36353
H  1.72079  -0.88245  -0.45328
H  0.65630  -0.24094  -1.57244
H  -2.63704  -3.06570  -1.00711
H  -1.03900  -3.74266  -0.03764
H  -1.75237  0.75871  2.07191
H  -1.08005  -3.45955  -2.74993
H  0.03453  -1.87848  1.03976

The strongest force on any atom comes out at 3.4 eV/Å. As for the total charge: +1. The value obtained for the molar mass is 205.3 g/mol. Its HOMO-LUMO gap (spin up / spin down) is 6.9 / 8.0 eV. As for the LUMO energy (spin up / spin down): -3.9247 / -3.6144 eV.

natural (NBO) atomic charge list, values in e, 4 entries:
1. C -0.041
2. C -0.337
3. C -0.167
4. C 0.068